Record 1
Below is C35H36AsIrN3O9P2 as an isolated structure in a non-equilibrium geometry, with properties calculated with ωB97M-V/def2-TZVPD.

Computed properties:
Lowest unoccupied orbital energy, Ha: -0.090
Largest force on an atom, eV/A: 1.27
E_HOMO, eV: -10.605
ΔE to the lowest compared entry with this formula, charge and spin, kJ/mol: 35.2
Net charge: +1
Gap between HOMO and LUMO, eV: 8.17

The geometry in XYZ format:
```
87
Properties=species:S:1:pos:R:3:forces:R:3:mulliken_charge:R:1
Ir 0.61851 -0.34599 0.35274 -0.10 0.05 -0.15 3.097
O 4.74789 -0.49543 0.31903 -0.06 0.00 -0.09 -0.576
P 3.22728 -0.50352 0.72417 0.13 0.51 0.13 -0.155
O 2.52044 0.83351 0.50512 0.08 0.02 0.59 -0.308
O 2.46084 -1.57358 -0.01057 0.07 0.60 -0.28 -0.244
O 3.24761 -0.89551 2.26840 0.34 0.28 -0.08 -0.294
P 2.10048 -0.25277 3.25202 -0.73 -0.14 -0.06 0.376
O 2.10503 -1.29836 4.44807 0.01 0.01 -0.03 -0.585
O 2.45326 1.08953 3.69899 -0.03 0.02 0.05 -0.680
O 0.78064 -0.47670 2.45503 0.85 -0.93 0.15 -0.189
H 5.28805 0.08337 0.87282 0.05 -0.03 0.01 0.328
H 1.74813 -2.15816 4.18972 -0.03 -0.01 -0.05 0.280
O 0.38249 0.92526 -1.29299 -0.09 -0.91 -0.68 -0.970
As -0.22539 2.48107 -1.03286 -0.08 0.00 -0.07 1.941
C 0.87746 3.69190 -1.99350 0.30 -0.01 0.02 0.298
C 2.25958 3.57272 -1.85472 -0.03 -0.08 -0.03 -0.202
C 3.08346 4.53192 -2.41984 -0.01 0.03 -0.05 -0.742
C 2.53046 5.59624 -3.12320 -0.02 -0.02 0.04 -0.521
C 1.15588 5.68680 -3.29096 0.01 0.00 -0.02 -0.708
C 0.32103 4.73478 -2.72123 0.05 0.05 -0.02 -0.495
C -0.27307 3.06324 0.78228 -0.02 0.08 0.14 1.060
C 0.93495 3.34898 1.41752 -0.10 -0.05 -0.01 -0.091
C 0.92324 3.81921 2.72055 0.01 -0.06 0.05 -0.583
C -0.28222 4.00388 3.38271 0.00 -0.01 0.00 -0.757
C -1.48447 3.71766 2.74866 -0.01 0.00 0.00 -0.999
C -1.48676 3.25056 1.44328 0.14 -0.06 0.00 -0.345
C -1.96834 2.59298 -1.81064 -0.07 0.00 -0.12 0.149
C -2.28576 1.63910 -2.77295 -0.04 0.03 0.03 -0.765
C -3.49984 1.70987 -3.44050 0.01 0.01 0.02 -0.744
C -4.38399 2.74413 -3.16171 0.03 -0.01 0.01 -0.616
C -4.05483 3.71218 -2.22188 0.00 0.01 -0.04 -0.764
C -2.84523 3.64275 -1.54537 0.02 -0.06 -0.02 -0.383
H 2.67824 2.72428 -1.32428 0.00 0.03 0.04 0.395
H 4.15773 4.45110 -2.31558 -0.02 0.00 0.01 0.431
H 3.17615 6.35871 -3.53930 -0.01 -0.04 -0.05 0.392
H 0.73008 6.49708 -3.86848 0.01 0.01 0.04 0.407
H -0.75038 4.80764 -2.85326 -0.02 0.02 0.01 0.355
H 1.87766 3.16775 0.92037 0.00 0.03 0.01 -0.035
H 1.85839 4.01458 3.22641 -0.01 -0.04 0.00 0.363
H -0.28346 4.36247 4.40415 0.00 0.00 -0.02 0.396
H -2.42315 3.85325 3.27122 0.02 0.02 -0.01 0.436
H -2.42354 3.02365 0.95293 -0.03 -0.06 0.03 0.542
H -1.57287 0.85413 -2.99395 -0.02 -0.03 -0.02 0.599
H -3.75127 0.96601 -4.18553 0.01 0.02 0.00 0.436
H -5.32682 2.80625 -3.68963 0.01 -0.01 0.01 0.428
H -4.73473 4.53187 -2.02884 0.01 -0.03 0.03 0.435
H -2.58714 4.40750 -0.82450 0.00 0.03 0.00 0.549
C 2.54208 -5.72929 -1.24716 -0.08 0.07 -0.03 -1.081
N 1.79462 -4.50543 -1.50153 0.12 -0.09 0.07 -0.081
N 1.05973 -3.85552 -0.55240 -0.15 -0.25 0.21 0.727
C 0.45608 -2.78866 -1.12376 -0.03 0.14 0.27 0.425
O -0.28799 -2.00667 -0.40519 -0.23 -0.21 -0.16 -0.825
C 0.79592 -2.78622 -2.47695 -0.02 0.08 -0.13 -1.087
C 1.63620 -3.86389 -2.67148 0.02 0.01 -0.08 0.444
C 2.31703 -4.33591 -3.90949 0.00 0.00 0.08 -1.652
C 1.05685 -4.15988 0.84450 0.15 -0.02 -0.06 0.051
C 2.25198 -4.24678 1.54264 0.07 0.13 -0.05 0.620
C 2.22503 -4.50756 2.90375 0.01 -0.04 0.03 -1.105
C 1.00951 -4.66542 3.55954 -0.01 0.05 -0.02 -0.508
C -0.18128 -4.55495 2.85158 0.02 0.02 -0.01 -0.758
C -0.16194 -4.30468 1.48768 -0.08 -0.07 0.01 -0.283
H 2.24427 -6.13889 -0.28819 -0.04 0.00 0.01 0.473
H 3.61260 -5.53102 -1.23436 0.01 0.04 0.02 0.338
H 2.31756 -6.45643 -2.02345 -0.02 0.01 -0.03 0.367
H 0.48852 -2.05406 -3.20450 0.05 -0.04 0.03 0.519
H 2.03494 -3.70288 -4.74619 0.00 -0.01 0.00 0.373
H 2.04541 -5.36591 -4.14579 -0.02 0.02 -0.01 0.369
H 3.40169 -4.29240 -3.79344 -0.02 0.00 -0.01 0.343
H 3.18931 -4.07108 1.03022 -0.02 -0.01 0.03 0.491
H 3.15598 -4.57793 3.45172 -0.02 0.00 0.00 0.327
H 0.99110 -4.86923 4.62290 0.00 -0.02 -0.02 0.475
H -1.12951 -4.67443 3.35916 0.02 0.01 0.00 0.435
H -1.08085 -4.21153 0.92485 0.02 -0.01 0.01 0.460
C -5.42045 -0.93382 1.85050 0.06 0.07 0.00 -1.563
C -4.00624 -0.61050 1.46514 -0.09 -0.03 0.06 1.202
C -3.55930 -0.75435 0.15665 -0.12 0.10 0.00 -1.312
C -2.25184 -0.46739 -0.15873 -0.10 0.32 -0.11 -0.209
N -1.36697 -0.04661 0.75770 0.10 0.23 0.61 0.678
C -1.78874 0.12357 2.02391 -0.21 0.23 -0.13 -0.882
C -3.08900 -0.13839 2.39794 -0.03 0.00 -0.04 -1.339
H -5.78214 -1.81301 1.31837 0.00 0.01 0.00 0.408
H -6.07858 -0.09967 1.59746 0.00 -0.01 -0.01 0.292
H -5.50339 -1.10862 2.92181 -0.01 -0.01 -0.01 0.408
H -4.22706 -1.09712 -0.62324 0.02 0.01 0.00 0.529
H -1.87826 -0.57635 -1.16195 -0.01 -0.01 0.01 0.811
H -1.05348 0.46609 2.73099 0.04 0.01 0.00 0.701
H -3.38103 0.01489 3.42883 0.04 -0.01 -0.01 0.475
```
Forces are in eV/Å.



Record 2
Below is C35H36AsNO11P2SSr as an isolated structure in a non-equilibrium geometry, with properties calculated with ωB97M-V/def2-TZVPD.

Computed properties:
Lowest unoccupied orbital energy, Ha: 0.157
Largest force on an atom, eV/A: 2.66
E_HOMO, eV: -2.655
Net charge: -2
Gap between HOMO and LUMO, eV: 6.93

The geometry in XYZ format:
```
88
Properties=species:S:1:pos:R:3:forces:R:3:mulliken_charge:R:1
Sr 0.82650 -0.11404 -1.07196 -1.63 -0.66 1.99 1.563
C -2.27216 3.81030 3.47784 -0.11 0.13 0.04 -1.480
P -1.32612 2.69299 2.35178 0.07 -0.04 -0.05 0.653
C -2.62721 2.28081 1.13596 -0.10 -0.02 -0.11 -0.936
C -0.36655 3.96923 1.41422 -0.32 -0.02 0.07 0.126
C -1.00024 5.04945 0.80271 -0.05 0.01 0.06 -0.307
C -0.29002 5.97886 0.06486 0.14 0.00 -0.02 -0.973
C 1.08654 5.83009 -0.06542 -0.09 0.00 0.02 -0.644
C 1.72654 4.76295 0.54090 -0.05 0.00 -0.02 -0.393
C 1.01412 3.82052 1.28688 0.40 -0.13 -0.01 0.021
P 1.81094 2.27866 1.93841 -0.11 0.17 -0.19 1.534
C 1.88876 2.68534 3.73808 -0.01 0.05 0.14 -1.492
C 3.57967 2.59542 1.55797 0.14 -0.01 -0.01 -1.640
H -2.81398 4.60307 2.95510 0.01 -0.01 -0.02 0.325
H -1.58635 4.27170 4.19120 0.01 0.00 0.00 0.351
H -2.99472 3.21735 4.04272 0.01 -0.04 -0.01 0.436
H -3.16073 3.15896 0.76415 0.01 0.02 0.03 0.463
H -3.33602 1.59780 1.60820 0.02 0.00 0.00 0.432
H -2.18552 1.75287 0.28796 0.03 0.02 0.04 -0.086
H -2.07584 5.15577 0.88914 0.00 -0.01 -0.02 0.171
H -0.80559 6.79615 -0.42533 0.00 0.01 0.00 0.349
H 1.66180 6.52675 -0.66366 -0.02 0.02 0.00 0.371
H 2.78901 4.64429 0.38721 0.03 -0.03 0.00 0.282
H 2.28479 3.68818 3.91920 0.00 0.00 -0.01 0.354
H 2.53380 1.95502 4.23193 0.01 -0.02 -0.03 0.460
H 0.89582 2.60145 4.18004 0.01 0.00 -0.03 0.421
H 3.95433 3.54372 1.95465 -0.01 0.00 0.02 0.414
H 3.75105 2.55567 0.48255 -0.06 -0.02 -0.02 0.307
H 4.14536 1.77871 2.01224 0.01 0.01 0.00 0.391
O -3.08815 1.18451 -3.12226 0.00 -0.07 -0.09 -0.861
C -2.20530 0.58538 -2.49617 -0.12 -0.05 0.24 -0.527
O -1.21880 1.05741 -1.87647 0.03 0.14 -0.04 -0.168
C -2.35476 -0.94938 -2.40104 -0.19 0.10 -0.01 0.447
C -3.29641 -1.60968 -3.24084 0.06 0.04 0.07 -0.714
C -3.45907 -2.95114 -3.12210 0.01 -0.06 0.04 -1.107
C -2.68764 -3.66535 -2.16687 -0.10 -0.04 -0.08 1.214
C -2.78066 -5.06521 -1.97796 -0.01 0.03 -0.05 -0.750
C -2.00063 -5.69156 -1.04713 0.06 0.02 0.07 -0.686
C -1.08137 -4.94678 -0.27099 -0.07 -0.02 -0.03 -0.708
C -0.96542 -3.59659 -0.44278 0.02 -0.08 0.00 -0.022
C -1.78047 -2.92696 -1.38573 0.15 0.13 0.13 -0.610
N -1.63874 -1.57540 -1.50751 0.20 -0.03 -0.32 0.998
H -3.85273 -1.00364 -3.94140 0.00 0.01 0.01 0.573
H -4.16924 -3.49268 -3.73936 0.02 0.00 -0.02 0.338
H -3.47244 -5.63014 -2.59428 -0.02 0.00 0.02 0.365
H -2.07304 -6.76400 -0.90891 -0.01 0.00 0.00 0.368
H -0.45568 -5.44832 0.45688 0.01 -0.01 -0.01 0.479
H -0.23437 -3.02102 0.10814 -0.02 0.05 -0.01 0.517
C 4.59270 -3.47658 3.75958 -0.02 0.00 -0.03 -0.725
O 3.33109 -3.82699 4.28050 -0.08 0.05 -0.01 -0.472
C 2.23097 -3.22625 3.70637 0.19 -0.09 0.06 1.303
C 0.99910 -3.58473 4.28371 -0.03 0.08 -0.09 -1.132
C -0.14212 -3.02345 3.75833 0.02 -0.01 0.05 -0.882
C -0.13258 -2.11074 2.69431 -0.18 -0.05 0.03 0.100
C -1.40026 -1.53466 2.20523 0.24 -0.03 0.07 1.313
C -2.70391 -2.17150 2.67933 -0.07 -0.01 0.01 -2.085
O -1.48009 -0.58024 1.45213 -0.01 -0.07 -0.01 -0.203
C 1.12752 -1.76202 2.09303 -0.27 0.27 0.01 -0.618
O 1.20921 -0.97448 1.11118 0.38 -0.25 -0.02 -0.217
C 2.30936 -2.35225 2.65329 -0.11 -0.07 0.07 -0.384
H 5.32957 -4.01954 4.34980 -0.01 0.00 0.00 0.230
H 4.77773 -2.40178 3.84569 0.00 0.00 0.01 0.282
H 4.68863 -3.76203 2.70824 -0.01 0.00 0.00 0.296
H 0.97643 -4.28060 5.11058 0.00 0.00 0.01 0.408
H -1.09079 -3.29115 4.20805 0.00 -0.01 0.00 0.358
H -2.93869 -1.84138 3.69482 0.01 0.00 0.02 0.443
H -2.66297 -3.26043 2.67633 0.00 -0.01 -0.03 0.443
H -3.49419 -1.83387 2.01199 0.01 0.02 0.00 0.388
H 3.24275 -2.08442 2.18217 0.02 0.02 -0.03 0.274
O 0.17862 -2.76964 -4.30004 -0.17 0.15 -0.50 -0.696
As 1.55030 -1.83343 -3.63245 -0.05 0.01 0.55 1.248
O 2.89982 -2.21921 -4.46795 -0.19 0.20 0.08 -0.907
O 1.37165 -2.22552 -1.98755 0.37 0.35 -1.45 -0.643
C 0.76843 0.00913 -4.15677 0.99 -0.51 0.33 -0.365
C -0.18908 -0.08131 -5.16125 -0.14 0.23 0.10 -0.491
C -0.70040 1.07023 -5.74373 -0.11 -0.15 -0.07 -0.604
C -0.26587 2.31869 -5.34189 0.03 0.20 0.06 -0.584
C 0.69816 2.43440 -4.35309 -0.28 -0.14 -0.07 -0.918
C 1.21383 1.29132 -3.76875 0.77 -0.32 0.12 0.596
S 2.54313 1.59591 -2.53749 -0.10 -0.19 -0.65 1.249
O 3.46643 2.53220 -3.12419 0.03 0.00 -0.01 -0.789
O 3.04419 0.23715 -2.27027 0.06 0.54 -0.16 -0.599
O 1.84330 2.10808 -1.33940 0.36 0.31 -0.49 -0.199
H 0.15827 -3.58961 -3.80314 -0.04 -0.15 0.26 0.284
H -0.54154 -1.05594 -5.46738 -0.01 0.03 -0.02 0.543
H -1.46217 0.98858 -6.51013 0.00 -0.02 0.01 0.326
H -0.68900 3.20854 -5.79215 0.01 0.01 0.01 0.365
H 1.04938 3.40200 -4.01980 0.01 0.01 -0.02 0.443
```
Forces are in eV/Å.